[1]
114
Properties=species:S:1:pos:R:3:forces:R:3 method="wB97M-V/def2-TZVPD" de_lowest_kcal_mol=0.0 s_squared=3.902 gap_ev="6.88 / 7.75" multiplicity=4 molar_mass_da=1086.145
Cr -0.598628 -0.038701 0.749201 -0.36 1.04 0.70
C 4.338669 -3.121394 0.834986 -0.14 -0.04 -0.06
C 2.988337 -3.844493 0.791303 -0.07 0.16 -0.25
C 2.310749 -3.666483 2.159011 0.01 0.12 -0.17
C 3.228310 -5.338846 0.578116 -0.03 0.22 -0.07
P 1.940333 -2.913568 -0.530249 0.11 -0.98 -0.27
C 0.253725 -3.669272 -0.177089 0.66 0.08 0.24
N -0.841718 -2.935208 -0.764324 0.31 -0.06 -0.17
B -1.261692 -1.603465 -0.470206 -0.43 -0.04 0.14
N -2.581124 -1.498885 -1.035321 -0.05 0.30 -0.16
C -3.542303 -0.464090 -0.770624 -0.04 0.01 0.25
P -2.567900 1.038081 -0.269020 -1.60 0.54 -0.89
C -2.344657 1.874619 -1.977659 0.36 -0.14 0.22
C -3.598775 2.091960 -2.827085 -0.01 -0.11 0.29
C -1.424003 0.925867 -2.759592 0.06 -0.06 0.09
C -1.665669 3.236405 -1.798279 0.04 -0.07 0.17
C -3.828683 2.065732 0.738339 0.39 -0.18 0.16
C -4.009327 1.310425 2.057638 0.12 -0.04 -0.06
C -3.219786 3.430297 1.074875 0.14 -0.08 -0.08
C -5.196197 2.236002 0.077048 0.20 -0.05 -0.15
C -2.898360 -2.667180 -1.694122 0.07 -0.46 -0.09
C -4.021995 -3.030438 -2.417325 0.01 0.19 0.11
C -4.063687 -4.300746 -2.970829 -0.05 -0.10 -0.07
C -3.006740 -5.180527 -2.800735 -0.14 -0.14 -0.09
C -1.876674 -4.822040 -2.083630 0.17 -0.01 0.16
C -1.816022 -3.557271 -1.523995 -0.54 -0.04 -0.17
C 2.318248 -3.644708 -2.271600 -0.08 0.20 0.30
C 3.707227 -3.157439 -2.684249 -0.07 0.01 0.15
C 2.236615 -5.155189 -2.484549 0.02 0.17 0.10
C 1.285300 -2.965840 -3.182754 0.06 -0.01 0.14
H 4.964808 -3.535008 1.622974 0.08 -0.10 0.13
H 4.205937 -2.064314 1.045964 0.05 0.15 -0.01
H 4.878468 -3.213303 -0.103742 0.07 0.02 -0.10
H 3.052719 -3.781550 2.948907 0.10 -0.07 0.06
H 1.532509 -4.407121 2.325016 -0.11 -0.06 0.02
H 1.867501 -2.680287 2.263295 -0.12 0.00 0.12
H 3.634217 -5.767834 1.494661 0.05 -0.04 0.11
H 3.954058 -5.516698 -0.210702 0.02 -0.06 -0.10
H 2.307202 -5.865832 0.342621 -0.09 -0.13 -0.04
H 0.123641 -3.653113 0.911523 0.06 -0.08 -0.16
H 0.233221 -4.712462 -0.499031 -0.09 0.10 0.05
H -4.200572 -0.760537 0.063453 0.08 0.11 -0.21
H -4.168064 -0.277731 -1.650542 0.08 0.08 0.17
H -4.122405 1.168120 -3.050975 -0.08 -0.12 -0.06
H -3.294840 2.530565 -3.776452 0.10 0.02 -0.11
H -4.293703 2.780573 -2.364223 -0.09 0.09 0.01
H -1.908532 -0.032786 -2.934932 0.04 -0.07 -0.03
H -0.487529 0.733838 -2.228093 -0.06 -0.03 -0.09
H -1.182051 1.359296 -3.729668 0.01 0.14 -0.08
H -2.399500 4.019597 -1.636745 -0.07 0.10 0.08
H -1.114508 3.496057 -2.698382 0.08 0.00 -0.16
H -0.968985 3.249151 -0.958865 0.04 0.07 -0.01
H -3.078515 1.304977 2.619347 0.03 -0.15 0.06
H -4.333024 0.283148 1.912935 0.04 -0.09 0.06
H -4.758579 1.803118 2.672022 -0.16 0.22 0.02
H -2.167096 3.333762 1.356285 -0.02 0.08 0.03
H -3.748121 3.867142 1.920232 -0.11 0.03 0.12
H -3.289824 4.130575 0.249228 0.03 0.07 -0.10
H -5.539170 1.311987 -0.381787 -0.14 -0.08 -0.06
H -5.183567 3.019299 -0.673850 -0.04 0.02 -0.08
H -5.929741 2.526919 0.827802 -0.02 0.01 0.12
H -4.855309 -2.352950 -2.544175 -0.04 0.06 0.03
H -4.932544 -4.612943 -3.530760 -0.07 0.00 -0.04
H -3.071860 -6.174322 -3.218848 0.03 -0.06 -0.06
H -1.078216 -5.536311 -1.957764 0.12 -0.05 0.02
H 4.487842 -3.675936 -2.133124 0.12 -0.02 0.05
H 3.810355 -2.087477 -2.509930 0.07 0.12 0.01
H 3.874775 -3.342333 -3.745056 -0.02 -0.06 -0.15
H 3.102675 -5.663688 -2.076359 0.05 -0.10 0.04
H 2.207427 -5.366417 -3.553955 -0.02 -0.02 -0.13
H 1.343558 -5.587476 -2.042414 -0.13 -0.10 0.03
H 1.244946 -1.893496 -2.991566 -0.06 0.14 -0.02
H 0.291495 -3.378698 -3.038259 -0.13 0.00 0.00
H 1.555680 -3.114517 -4.227750 0.09 -0.05 -0.13
C 1.775245 3.092583 -2.281410 -0.26 -0.14 0.33
Sb 1.601049 1.859526 -0.502537 0.68 0.26 -0.44
C 3.300761 0.683365 -1.110476 -0.26 0.03 0.23
C 2.740007 3.256841 0.767930 -0.21 -0.44 -0.02
C 1.897005 4.411932 1.164332 -0.14 0.22 -0.01
C 1.718934 5.443398 0.245327 -0.03 0.11 0.06
C 0.871189 6.504168 0.494640 -0.10 0.05 -0.07
C 0.177148 6.554413 1.692284 -0.07 0.05 -0.03
C 0.377848 5.564170 2.633048 -0.01 0.01 -0.08
C 1.239090 4.493547 2.400416 0.02 0.31 -0.23
C 1.400116 3.478231 3.458980 -0.18 -0.55 -0.01
Sb -0.064215 1.871131 3.186298 0.05 -0.06 0.98
C -1.466298 2.673794 4.637898 0.12 -0.10 -0.49
C 0.806463 0.600614 4.703949 -0.12 0.10 -0.25
H 2.818070 3.343993 -2.435344 0.23 -0.01 0.06
H 1.199565 4.004585 -2.187033 -0.12 0.13 0.00
H 1.420106 2.537975 -3.143757 -0.09 -0.13 -0.10
H 4.214497 1.205782 -0.842693 0.06 0.12 0.04
H 3.253485 0.568615 -2.187378 -0.03 -0.04 -0.20
H 3.289518 -0.295799 -0.646430 -0.03 -0.10 0.03
H 3.571744 3.574072 0.139194 0.01 -0.09 -0.06
H 3.129339 2.694544 1.612467 0.04 -0.09 -0.07
H 2.273925 5.412515 -0.679148 0.07 -0.01 -0.17
H 0.740019 7.279795 -0.244726 0.03 0.09 -0.06
H -0.506698 7.365192 1.894151 -0.04 0.09 0.04
H -0.141825 5.608525 3.578790 -0.06 0.05 0.16
H 1.190088 3.903172 4.436216 -0.02 -0.02 0.13
H 2.390392 3.030546 3.481317 0.03 -0.10 0.01
H -0.909406 2.986338 5.511867 0.19 0.05 0.15
H -2.176104 1.905183 4.929886 -0.07 -0.10 -0.06
H -1.997605 3.524301 4.227842 -0.16 0.15 -0.07
H 1.108826 1.228369 5.542228 0.00 0.04 -0.05
H 1.671067 0.066354 4.324361 0.07 -0.04 0.01
H 0.060921 -0.119165 5.035188 -0.03 0.01 -0.05
N 1.122653 -0.539750 1.333388 1.78 -0.45 0.91
C 2.187424 -0.326764 1.798296 -1.21 -0.14 -0.38
N 3.273478 0.142862 2.171068 -0.17 0.73 -0.66
C 4.261800 -0.206040 2.921821 0.45 -0.30 0.56
N 5.187061 -0.396513 3.580096 0.51 -0.21 0.35
I -1.817034 -1.482988 2.682057 0.15 0.05 -0.39

***

[2]
49
Properties=species:S:1:pos:R:3:forces:R:3 method="wB97M-V/def2-TZVPD" gap_ev=6.53 molar_mass_da=621.694
Ir 0.041124 -0.962867 -1.046333 -0.08 -0.23 -0.16
C -2.750968 -2.181808 -1.865302 0.02 0.03 0.00
O -1.730245 -2.100168 -0.847713 0.11 -0.10 0.08
C -2.090860 -2.190109 0.487133 0.01 0.01 0.05
C -3.291557 -2.738311 0.901433 0.00 0.01 -0.02
C -3.550903 -2.851785 2.259086 -0.01 0.00 0.00
C -2.620366 -2.422105 3.193823 0.01 0.00 0.00
C -1.426751 -1.860536 2.776938 -0.02 -0.01 -0.02
C -1.155193 -1.732422 1.421699 -0.02 -0.05 0.07
N 0.023512 -1.114819 0.912130 -0.07 0.05 -0.02
N 0.855871 -0.677332 1.754764 0.02 0.09 -0.03
C 1.960266 0.011220 1.365113 -0.07 -0.11 0.01
C 2.374731 0.278177 0.031093 -0.01 -0.04 0.02
O 1.780694 -0.093412 -1.059978 -0.05 0.09 -0.11
C 3.595088 0.997849 -0.179129 0.07 0.06 0.04
C 4.347009 1.429759 0.852818 -0.01 -0.01 -0.07
C 3.970288 1.187454 2.210651 -0.03 -0.02 0.07
C 4.769222 1.645331 3.274380 -0.01 0.00 -0.02
C 4.408023 1.406771 4.574407 0.00 0.00 0.02
C 3.228187 0.698624 4.839661 0.01 0.01 0.01
C 2.432916 0.246062 3.815820 0.00 0.01 -0.03
C 2.784602 0.478948 2.472619 0.04 0.03 0.03
H -3.184206 -3.179300 -1.853836 0.00 -0.01 -0.01
H -2.230633 -2.008475 -2.801031 0.00 0.00 -0.01
H -3.502251 -1.414179 -1.688529 0.00 0.00 0.00
H -4.020795 -3.075247 0.180281 0.00 -0.01 0.00
H -4.489490 -3.280293 2.583000 0.00 0.00 0.00
H -2.828440 -2.515965 4.250600 0.00 0.00 0.00
H -0.695977 -1.502671 3.486643 0.00 0.01 0.00
H 3.873457 1.177152 -1.208366 -0.01 0.00 0.00
H 5.262751 1.977137 0.662810 0.00 0.00 0.00
H 5.676871 2.190604 3.045091 0.00 0.00 0.00
H 5.025102 1.760182 5.389556 0.00 0.00 0.00
H 2.938036 0.506461 5.864645 0.00 0.00 0.00
H 1.525401 -0.295389 4.035371 0.00 0.00 0.00
O 0.129066 -0.700701 -5.187507 -0.02 -0.02 0.01
C -0.207472 -0.391912 -4.061202 0.03 0.08 -0.02
O 0.072473 -1.150679 -3.040427 0.05 -0.09 0.00
C -1.026414 0.872285 -3.864200 -0.01 -0.02 0.03
C -1.329189 1.551825 -5.050615 0.00 0.01 0.00
C -2.097586 2.695531 -5.070698 0.00 0.00 0.01
C -2.593470 3.197960 -3.872893 0.00 0.00 -0.01
C -2.304593 2.554796 -2.689331 0.01 -0.01 0.00
C -1.520430 1.391498 -2.662630 0.03 0.01 -0.04
S -1.305018 0.813865 -1.008597 -0.02 0.23 0.13
H -0.931656 1.129195 -5.962274 0.00 0.00 0.00
H -2.311558 3.192704 -6.007203 0.00 0.00 0.00
H -3.199438 4.094949 -3.859744 0.00 0.00 0.00
H -2.679237 2.954128 -1.754028 0.00 0.00 0.00

***

[3]
43
Properties=species:S:1:pos:R:3:forces:R:3 method="wB97M-V/def2-TZVPD" de_lowest_kcal_mol=342.3 gap_ev=8.64 molar_mass_da=320.329
C -2.677323 -1.434600 2.560436 -1.93 -8.02 -5.03
C -1.275596 -2.034187 1.951442 -5.41 -2.55 0.86
H -0.613334 -2.213780 2.758132 0.83 -0.33 0.55
H -1.563303 -2.942545 1.312703 0.54 0.66 1.77
O -0.731497 -1.222322 1.012908 -4.87 6.67 11.21
P -0.120112 -1.566889 -0.155765 6.72 -2.24 -13.25
O -0.641001 -2.877290 -0.594512 0.45 -0.03 -1.28
O 1.470369 -1.520527 0.079961 -0.95 0.79 0.80
C 2.304032 -2.422952 -0.560075 4.01 1.40 1.87
C 2.915392 -1.915517 -1.779504 -15.72 3.03 1.49
H 3.571596 -2.330553 -2.172050 9.98 -8.45 -6.49
H 1.951752 -1.680921 -2.582457 2.79 -0.85 1.68
H 3.338047 -1.071302 -1.708112 2.53 7.11 1.52
H 1.838950 -3.294936 -0.615224 -2.17 -3.90 -0.93
H 3.167837 -2.646904 0.105622 -0.50 0.31 0.25
H -3.310018 -2.198518 3.220919 1.87 1.12 -1.39
H -2.487530 -0.708898 3.120078 1.43 6.60 4.53
H -3.407920 -1.208005 1.726594 1.11 0.12 0.85
C -0.177075 0.103525 -1.414040 -9.01 -7.35 1.96
N 0.839577 0.893124 -1.323949 0.92 -0.94 -14.97
C 1.576541 1.209356 -0.444373 4.05 3.76 13.88
N 2.777962 1.586431 -0.479381 6.34 1.25 -4.76
C 3.677425 2.011676 0.403667 -1.40 -1.34 3.54
C 3.198611 2.089358 1.829695 5.61 0.78 -9.31
C 1.930245 1.920695 1.702212 -0.68 2.61 14.80
C 1.173020 1.363776 0.923338 -10.75 -5.72 -7.51
H 0.064355 0.935065 1.121659 2.61 1.61 0.29
H 1.595546 2.011503 2.921499 -0.50 -0.27 -3.06
H 3.865298 2.326106 2.537002 1.58 1.02 2.97
H 4.739974 2.068049 0.129873 -0.55 0.19 -0.27
H 1.455943 0.839593 -2.313674 -1.76 0.52 3.08
C -1.599308 0.672276 -1.129394 3.75 4.06 0.42
C -2.699944 -0.020704 -0.915639 -2.61 -2.43 -0.29
C -3.958323 0.407897 -0.637023 2.51 8.25 0.87
C -4.024374 1.830520 -0.357491 -0.22 4.70 0.66
C -2.796524 2.859440 -0.403830 -0.54 -17.11 -4.33
C -1.602483 2.068537 -0.935581 -2.52 4.03 3.87
H -0.734372 2.678635 -0.567573 0.01 -1.05 -1.63
H -2.894496 3.763799 -0.236454 -0.66 8.53 1.75
H -5.047677 2.490586 -0.012169 2.64 -2.58 -0.99
H -4.755558 -0.137580 -0.404862 -2.99 -2.53 0.51
H -2.817113 -1.048631 -0.899538 1.36 -2.52 -0.54
H -0.520751 -0.526644 -2.296737 2.10 1.09 0.07